# 1
Molecular formula: C18H24N2O3
Method: DFT, ωB97M-V with the def2-TZVPD basis set

```
47
Properties=species:S:1:pos:R:3:forces:R:3:nbo_charge:R:1
C 1.169 4.912 2.414 0.0 0.0 0.2 -0.611
C 1.799 4.714 3.787 0.1 -0.4 -0.2 -0.418
C 2.805 3.560 3.840 0.1 0.6 0.2 -0.060
O 2.175 2.295 3.766 -0.2 -0.2 -0.1 -0.498
C 2.021 1.636 2.590 -0.1 -0.4 -0.1 0.320
C 2.527 2.017 1.350 0.1 0.2 0.3 -0.271
C 2.309 1.221 0.243 -0.2 -0.3 -0.1 -0.144
C 1.574 0.044 0.327 0.2 0.3 0.1 -0.184
C 1.391 -0.750 -0.917 -0.1 -0.2 0.1 0.672
O 2.162 -0.673 -1.859 0.2 0.2 -0.1 -0.645
N 0.322 -1.584 -0.919 -0.2 -0.1 0.2 -0.613
C -0.066 -2.323 -2.090 0.1 -0.1 -0.3 -0.228
C -1.453 -1.881 -2.611 0.2 0.1 0.4 -0.101
C -2.499 -2.417 -1.682 -0.5 -0.6 -1.0 0.286
C -3.501 -3.319 -1.893 0.6 0.4 0.0 -0.305
C -4.158 -3.487 -0.649 0.2 0.3 0.5 -0.309
C -3.506 -2.678 0.226 -0.8 -0.6 0.1 0.081
O -2.500 -2.028 -0.387 0.4 0.4 0.0 -0.428
N -1.541 -0.427 -2.714 -0.1 -0.2 0.0 -0.429
C -0.589 0.114 -3.665 0.1 0.0 0.1 -0.428
C -2.885 0.001 -3.052 0.0 0.0 0.1 -0.410
C 1.077 -0.342 1.571 0.1 0.1 -0.2 -0.160
C 1.301 0.439 2.682 0.1 0.2 0.2 -0.268
H 0.454 5.731 2.447 -0.1 0.1 -0.1 0.213
H 1.927 5.153 1.671 0.0 0.0 -0.1 0.199
H 0.644 4.014 2.096 -0.1 0.0 -0.1 0.214
H 2.319 5.626 4.087 0.0 0.0 0.1 0.204
H 1.016 4.514 4.521 0.1 0.0 0.1 0.207
H 3.299 3.564 4.817 0.0 0.0 -0.2 0.193
H 3.572 3.675 3.069 0.0 -0.1 0.1 0.171
H 3.094 2.927 1.230 0.0 0.1 0.0 0.210
H 2.709 1.507 -0.718 0.0 0.0 -0.1 0.234
H -0.392 -1.470 -0.216 0.1 0.1 0.0 0.412
H 0.709 -2.168 -2.842 -0.1 -0.1 0.1 0.242
H -0.115 -3.394 -1.856 0.0 0.1 -0.1 0.203
H -1.617 -2.367 -3.595 0.0 0.0 0.2 0.190
H -3.743 -3.802 -2.818 0.0 0.0 -0.2 0.230
H -4.995 -4.121 -0.443 -0.2 -0.1 0.1 0.230
H -3.653 -2.479 1.269 0.1 0.1 0.1 0.205
H 0.429 -0.073 -3.335 0.1 0.0 -0.1 0.229
H -0.731 1.192 -3.718 0.0 0.0 -0.1 0.203
H -0.722 -0.307 -4.675 0.0 0.0 -0.1 0.159
H -2.904 1.089 -3.087 0.0 0.0 0.0 0.203
H -3.221 -0.389 -4.027 0.0 0.0 0.0 0.160
H -3.585 -0.330 -2.288 -0.1 0.0 0.0 0.206
H 0.537 -1.270 1.686 0.0 -0.1 0.0 0.211
H 0.931 0.146 3.652 0.0 0.0 0.1 0.224
```
Positions in Å, forces in eV/Å.

Properties
- Energy above the lowest of the compared OMol25 structures with the same formula, charge and spin: 2.518 eV
- Spin multiplicity: 1
- Charge: 0
- Structure (SMILES): CCCOc1ccc(C(=O)NC[C@@H](c2ccco2)N(C)C)cc1
- Highest occupied orbital energy: -0.310 Eh



# 2
Molecular formula: C18H24N2O4S
Method: DFT, ωB97M-V with the def2-TZVPD basis set

```
49
Properties=species:S:1:pos:R:3:forces:R:3:nbo_charge:R:1
C -4.789 2.022 -3.566 0.7 1.7 0.0 -0.607
C -3.521 1.518 -2.881 -2.1 -0.8 2.0 -0.401
C -3.890 0.760 -1.538 0.2 1.0 0.1 -0.206
N -2.764 -0.080 -1.137 0.4 -1.0 1.7 -0.639
C -2.618 -0.631 0.163 0.2 2.0 1.7 0.711
O -3.348 -0.438 1.161 0.8 -0.5 -3.1 -0.611
C -1.381 -1.550 0.406 0.2 0.3 1.3 -0.139
N -0.110 -1.254 -0.246 0.7 -0.6 -0.2 -0.440
C 0.477 0.032 -0.238 -3.1 0.0 2.1 0.654
O -0.225 0.997 -0.026 -0.2 0.9 -0.9 -0.591
C 1.877 -0.041 -0.068 2.7 -3.0 -0.5 -0.248
C 2.173 -1.441 0.101 1.4 0.7 0.3 0.035
C 3.493 -1.831 0.428 1.4 -0.3 -1.1 -0.218
C 4.536 -0.840 0.537 -2.0 0.7 0.8 -0.209
C 4.158 0.535 0.435 -0.4 -2.1 -0.6 0.222
O 5.047 1.503 0.536 2.1 1.5 0.1 -0.507
C 5.272 2.014 1.840 1.7 -0.4 -0.7 -0.234
C 2.897 0.910 0.001 -2.1 1.9 -1.0 0.374
O 2.641 2.282 -0.304 0.3 -1.6 1.2 -0.532
C 2.155 2.649 -1.606 -0.1 -0.5 0.2 -0.242
C 0.897 -2.312 0.025 0.7 2.5 0.0 -0.190
S 0.556 -2.988 1.664 -0.3 -1.5 -0.5 0.181
C -1.083 -2.134 1.905 1.9 1.1 -0.4 -0.054
C -2.116 -3.148 2.462 -0.8 1.7 -0.7 -0.645
C -0.524 -1.060 2.879 -3.5 0.4 -0.6 -0.646
H -5.547 2.440 -2.845 0.7 -0.7 -0.7 0.212
H -5.167 1.226 -4.184 -0.7 0.0 -0.3 0.209
H -4.465 2.908 -4.194 -0.7 -1.1 0.3 0.209
H -2.910 0.927 -3.519 0.4 -0.7 -0.7 0.196
H -2.968 2.357 -2.569 1.0 1.0 0.3 0.200
H -4.074 1.598 -0.786 0.1 -1.2 -0.6 0.198
H -4.799 0.125 -1.603 0.5 0.5 -0.1 0.197
H -1.887 0.117 -1.630 -0.5 -0.4 0.5 0.408
H -1.741 -2.425 -0.019 -0.5 -2.0 -1.4 0.215
H 3.830 -2.917 0.386 -0.8 1.4 0.4 0.227
H 5.593 -0.998 0.843 -1.0 -0.4 -0.5 0.236
H 5.791 1.307 2.461 0.4 -0.7 0.3 0.166
H 4.384 2.228 2.311 -2.3 0.7 1.0 0.179
H 5.897 2.898 1.808 0.0 0.2 -0.5 0.197
H 1.432 3.493 -1.537 0.6 -0.6 0.4 0.199
H 3.064 2.999 -2.143 -0.8 -0.5 -0.3 0.187
H 1.593 1.780 -2.027 0.7 0.8 -0.2 0.180
H 0.902 -3.064 -0.744 0.1 -0.3 -0.3 0.223
H -2.106 -4.045 1.875 0.2 -0.6 -0.3 0.219
H -3.142 -2.736 2.369 0.6 0.0 0.1 0.243
H -1.985 -3.385 3.509 0.4 0.0 0.2 0.224
H -0.368 -1.507 3.836 0.8 -0.2 0.5 0.216
H 0.220 -0.410 2.470 0.9 -0.3 -0.1 0.222
H -1.361 -0.392 2.998 -0.6 0.6 0.5 0.219
```
Positions in Å, forces in eV/Å.

Properties
- Energy above the lowest of the compared OMol25 structures with the same formula, charge and spin: 4.358 eV
- Spin multiplicity: 1
- Charge: 0
- Structure (SMILES): CCCNC(=O)[C@H]1N2C(=O)c3c(ccc(OC)c3OC)[C@H]2SC1(C)C
- Highest occupied orbital energy: -0.309 Eh



# 3
Molecular formula: C18H24N2O5
Method: DFT, ωB97M-V with the def2-TZVPD basis set

```
49
Properties=species:S:1:pos:R:3:forces:R:3:nbo_charge:R:1
C -5.987 -0.836 -1.419 2.2 -4.6 -0.4 -0.233
O -5.008 -0.686 -0.421 -0.2 0.0 0.2 -0.525
C -3.725 -0.118 -0.676 -10.4 -3.3 -7.9 0.188
C -3.366 0.045 -1.965 1.5 0.0 -1.1 -0.242
C -2.123 0.370 -2.348 2.8 2.3 6.1 -0.242
C -1.375 0.644 -1.053 -1.0 -0.3 -0.8 0.290
C -1.839 0.325 0.372 11.7 5.4 -6.6 -0.090
C -3.068 -0.004 0.338 0.8 -1.0 12.5 0.271
O -3.376 -0.225 1.674 -0.1 -0.5 0.4 -0.512
C -4.551 -0.742 2.189 -0.7 11.7 -0.1 -0.150
H -4.895 -1.476 1.803 -3.6 -9.4 -5.5 0.148
H -5.482 0.110 1.837 2.3 -2.2 1.9 0.124
H -4.486 -0.951 3.170 0.6 0.2 3.6 0.178
C -0.615 0.848 1.091 -0.4 -3.0 1.2 -0.009
C 0.346 1.179 0.088 -0.8 -0.5 13.2 0.179
C 1.667 1.564 0.641 1.8 0.3 -5.8 0.662
O 2.231 1.451 1.698 -1.0 0.0 1.2 -0.623
N 2.408 1.927 -0.499 0.1 1.8 -1.3 -0.633
H 2.122 1.910 -1.541 -0.3 -0.2 2.9 0.411
C 3.855 2.048 -0.430 -2.1 1.4 -5.3 -0.270
H 4.213 2.846 -1.216 -0.5 -1.0 2.1 0.207
C 4.331 0.784 -0.968 6.2 -1.7 -4.6 -0.131
N 3.701 -0.325 -0.544 -3.5 -4.0 2.4 -0.497
C 3.668 -1.566 -1.271 7.2 6.6 -7.1 -0.266
C 2.727 -2.458 -1.127 -3.7 -10.6 5.9 -0.140
H 2.823 -3.527 -1.481 0.2 1.8 -1.1 0.257
O 3.063 -3.177 0.432 -0.6 5.3 -1.0 -0.650
C 3.120 -1.690 1.233 -7.0 -12.0 3.5 -0.128
C 3.995 -0.844 0.868 9.6 8.3 -6.1 -0.294
H 4.046 0.030 1.472 -0.3 0.7 1.0 0.260
H 5.111 -1.107 0.745 -1.3 -0.5 0.7 0.189
H 3.337 -2.229 2.131 0.3 0.4 1.1 0.234
H 2.115 -1.354 1.332 -0.9 0.4 -0.4 0.209
H 1.701 -2.311 -0.937 -1.0 1.2 -0.3 0.228
H 3.403 -1.406 -2.457 0.7 0.8 1.8 0.226
H 4.776 -1.877 -1.442 -1.7 -0.5 0.6 0.206
H 4.344 0.704 -2.381 -0.1 0.5 4.3 0.168
H 5.528 0.648 -0.645 -2.1 0.7 -1.2 0.145
H 4.155 2.171 0.514 1.2 1.0 3.6 0.225
O -0.162 1.307 -1.005 -2.2 -0.7 -8.5 -0.404
C -0.498 0.547 2.689 -7.2 -0.4 -4.2 -0.612
H 0.260 1.004 3.128 3.8 1.1 1.9 0.225
H -1.450 1.194 3.017 1.8 -1.6 -0.3 0.216
H -0.818 -0.551 2.838 1.1 1.8 0.1 0.235
H -1.925 0.821 -3.271 0.8 0.0 -1.3 0.229
H -3.924 -0.138 -2.788 -2.8 -0.7 -1.8 0.220
H -6.890 -1.297 -1.025 0.1 0.4 0.2 0.206
H -6.085 -0.037 -1.986 -1.3 4.7 -1.8 0.169
H -5.644 -1.491 -2.320 -0.2 -0.1 1.7 0.148
```
Positions in Å, forces in eV/Å.

Properties
- Energy above the lowest of the compared OMol25 structures with the same formula, charge and spin: 18.970 eV
- Spin multiplicity: 1
- Charge: 0
- Highest occupied orbital energy: -0.302 Eh



# 4
Molecular formula: C18H24N2OsS2Sb
Method: DFT, ωB97M-V with the def2-TZVPD basis set

```
48
Properties=species:S:1:pos:R:3:forces:R:3:lowdin_spin:R:1
Os 0.385 -0.046 0.264 -0.1 -1.1 0.0 2.577
C 0.756 0.708 -3.273 0.2 0.0 -0.1 0.027
C -0.633 0.673 -2.782 0.1 0.0 0.4 0.096
N -0.925 0.528 -1.518 0.2 0.0 0.3 0.047
C -2.282 0.539 -1.276 0.1 -0.1 1.1 0.108
C -3.033 0.704 -2.425 -0.1 0.2 -1.1 0.214
S -2.042 0.835 -3.799 -0.4 0.0 0.6 0.087
C -2.729 0.394 0.081 0.7 0.0 -0.8 0.107
C -4.018 0.459 0.575 -0.7 0.0 0.8 0.213
S -4.047 0.247 2.259 0.0 0.1 -0.7 0.087
C -2.312 0.052 2.252 0.2 0.0 -0.4 0.104
N -1.787 0.161 1.059 0.3 0.0 -0.1 0.071
C -1.527 -0.234 3.468 -0.1 0.0 0.3 0.025
H 1.449 0.664 -2.424 -0.2 0.1 -0.2 0.009
H 0.928 1.614 -3.855 0.1 0.1 0.0 0.006
H 0.953 -0.129 -3.943 0.0 -0.1 -0.1 0.006
H -4.103 0.756 -2.508 -0.2 0.0 0.0 0.006
H -4.923 0.628 0.022 -0.2 0.1 -0.1 0.006
H -2.166 -0.244 4.347 0.1 0.0 0.1 0.000
H -0.747 0.519 3.610 -0.1 0.0 -0.1 0.008
H -1.048 -1.215 3.390 0.0 0.0 -0.1 0.007
C 3.113 2.882 -0.463 0.0 -0.2 0.2 0.002
Sb 2.275 1.683 1.097 0.3 0.5 0.1 0.042
C 1.328 3.248 2.203 0.1 -0.2 -0.1 0.018
C 3.936 1.230 2.385 -0.2 -0.1 -0.2 0.004
H 3.715 3.643 0.032 0.0 0.0 0.0 0.000
H 2.317 3.370 -1.020 -0.1 0.0 0.0 0.000
H 3.748 2.313 -1.135 0.0 -0.1 0.0 0.000
H 2.100 3.993 2.386 0.0 0.0 0.0 0.001
H 0.941 2.903 3.155 0.0 -0.1 0.1 0.000
H 0.532 3.703 1.620 -0.1 0.0 -0.1 0.000
H 4.436 2.185 2.557 -0.1 0.0 -0.1 0.000
H 4.633 0.539 1.919 -0.1 0.0 -0.1 0.000
H 3.590 0.828 3.336 -0.1 0.0 -0.1 0.000
C 1.362 -1.860 0.648 0.7 0.5 0.5 0.035
C 0.390 -2.438 -0.267 -0.6 -0.1 -0.5 0.018
C 0.639 -2.509 -1.672 -0.1 0.1 0.6 0.015
C -0.305 -3.047 -2.522 -0.2 0.0 -0.1 0.004
C -1.523 -3.513 -2.026 0.2 0.1 0.2 0.003
C -1.779 -3.487 -0.654 -0.1 -0.1 -0.1 0.007
C -0.840 -2.977 0.218 0.4 0.3 -0.2 0.005
H 2.401 -1.865 0.305 -0.2 -0.1 0.1 0.013
H 1.265 -2.156 1.698 0.1 0.1 -0.2 0.019
H 1.607 -2.212 -2.054 0.1 0.1 0.0 0.002
H -0.093 -3.152 -3.575 0.1 0.0 -0.1 0.000
H -2.257 -3.930 -2.703 0.0 -0.1 0.0 0.000
H -2.694 -3.927 -0.279 0.0 0.0 0.1 0.000
H -0.986 -3.060 1.288 -0.1 0.1 0.0 0.000
```
Positions in Å, forces in eV/Å.

Properties
- Spin multiplicity: 5
- Charge: +3
- Highest occupied orbital energy (spin up / spin down): -0.654 / -0.658 Eh



# 5
Molecular formula: C18H24N4
Method: DFT, ωB97M-V with the def2-TZVPD basis set

```
46
Properties=species:S:1:pos:R:3:forces:R:3:nbo_charge:R:1
C 0.350 -0.611 -1.993 -7.4 -5.8 0.9 -0.592
C 1.022 -1.934 -2.583 4.1 4.3 2.1 -0.346
C 0.303 -3.243 -2.465 -0.8 11.0 13.6 -0.421
C 0.708 -3.989 -1.192 3.9 3.6 1.1 -0.306
C 0.367 -3.299 0.190 11.1 -0.2 -2.0 -0.391
C -0.883 -3.082 0.718 -4.7 -0.9 -5.2 -0.462
H -1.299 -4.044 0.888 -1.2 -1.0 -0.2 0.219
H -1.476 -2.503 -0.214 0.9 -1.5 2.4 0.207
C -1.045 -2.379 1.897 -1.6 -1.5 7.0 -0.202
N -0.534 -1.126 2.006 4.6 5.2 -0.7 -0.619
C -1.008 -0.036 1.202 -5.6 -1.8 0.7 0.255
N -2.407 -0.256 0.794 0.5 -2.6 1.9 -0.449
C -3.315 0.534 0.319 9.6 2.8 0.2 0.205
N -2.621 1.737 -0.101 -11.4 -1.3 -3.3 -0.464
C -1.568 2.083 0.245 12.1 2.6 4.8 0.299
C -0.580 1.235 1.175 -9.2 -4.3 -3.9 0.082
N 0.482 1.742 1.460 10.0 7.6 0.7 -0.361
C 0.554 3.073 0.854 -4.3 -3.4 -2.5 0.151
C 1.547 3.942 0.605 2.5 4.2 2.6 -0.285
C 1.336 5.242 0.148 -8.7 -6.1 -2.4 -0.106
C -0.077 5.489 -0.584 13.3 11.5 -0.5 -0.195
C -0.809 4.571 -0.455 -10.8 -11.6 0.1 -0.228
C -0.591 3.266 0.090 -1.5 0.3 1.1 -0.082
H -1.788 4.659 -0.890 -0.6 -0.2 -0.4 0.213
H -0.237 6.410 -1.309 0.3 -1.8 2.1 0.225
H 1.974 5.920 0.034 5.6 5.3 -0.4 0.175
H 2.342 3.873 1.321 1.3 -0.2 -0.3 0.207
C 1.746 1.230 1.956 -3.2 0.6 6.8 -0.425
H 1.324 0.867 3.123 1.7 -0.3 -3.2 0.212
H 2.341 2.025 2.445 0.0 -0.1 -1.3 0.235
H 2.273 0.516 1.410 0.7 -1.1 -1.0 0.215
H -4.212 0.310 -0.078 -3.0 -0.8 -0.8 0.193
H 0.552 -1.030 2.001 -2.6 -0.8 0.2 0.371
H -0.568 -2.980 2.822 -0.6 0.9 -1.9 0.187
H -2.102 -2.359 2.292 0.8 0.0 -1.0 0.229
H 1.300 -3.926 0.807 -3.2 1.6 -0.4 0.190
H 0.976 -2.314 0.030 -1.1 -1.2 0.6 0.190
H 2.003 -4.188 -1.169 -3.9 0.6 -0.3 0.176
H 0.248 -4.862 -1.202 -1.8 -4.5 -0.1 0.178
H -0.641 -2.755 -2.254 -1.2 -1.2 -0.6 0.218
H 0.406 -3.804 -3.105 1.3 -9.7 -12.4 0.175
H 2.229 -1.733 -1.949 -3.2 -1.5 -2.0 0.146
H 1.211 -1.541 -3.579 0.3 -0.8 -0.4 0.213
H -0.024 -0.611 -0.874 0.9 -0.2 -2.3 0.208
H -0.645 -0.303 -2.670 1.9 -1.2 1.8 0.178
H 0.835 0.187 -2.166 4.4 5.6 -0.9 0.184
```
Positions in Å, forces in eV/Å.

Properties
- Energy above the lowest of the compared OMol25 structures with the same formula, charge and spin: 16.080 eV
- Spin multiplicity: 1
- Charge: 0
- Highest occupied orbital energy: -0.265 Eh



# 6
Molecular formula: C18H24N4O
Method: DFT, ωB97M-V with the def2-TZVPD basis set

```
47
Properties=species:S:1:pos:R:3:forces:R:3:nbo_charge:R:1
C -1.049 2.223 -8.501 -0.3 1.5 2.2 -0.414
C -1.416 2.483 -7.185 0.9 -0.8 -2.0 -0.188
C -1.067 1.672 -6.009 0.5 -1.0 1.1 -0.147
C -0.421 0.382 -6.154 0.7 1.6 2.8 0.056
N 0.161 -0.302 -5.129 -2.0 1.4 -2.0 -0.375
C -0.117 0.237 -3.930 1.3 -3.6 -3.4 0.253
N 0.276 -0.392 -2.835 1.7 -1.4 3.0 -0.517
C 0.021 0.435 -1.884 0.1 0.0 2.2 0.692
N 0.413 0.359 -0.527 -1.3 0.2 -3.4 -0.442
C -0.120 1.349 0.434 -1.9 0.6 -1.3 -0.220
C -0.306 0.703 1.785 0.8 2.2 0.0 -0.414
C 1.095 0.240 2.248 -4.6 -3.0 1.0 -0.024
N 0.676 -0.730 3.347 2.5 -0.3 2.3 -0.485
C 0.323 -0.200 4.751 1.8 0.8 -1.4 -0.209
C 0.433 -1.201 5.936 -0.1 -0.2 -1.2 -0.406
C -0.319 -2.486 5.659 -0.4 1.0 -2.9 -0.389
C 0.082 -2.967 4.179 0.2 -0.3 1.1 -0.408
C -0.086 -1.957 3.069 -0.8 2.6 0.6 -0.214
C 1.897 -0.337 1.132 -0.3 -1.6 -0.8 -0.432
C 1.114 -0.875 -0.104 0.4 2.7 0.9 -0.197
O -0.686 1.535 -2.347 0.2 1.1 3.6 -0.429
C -0.733 1.368 -3.644 -1.5 3.3 -3.6 0.192
C -1.160 2.207 -4.701 -1.1 0.2 0.6 -0.179
H -0.570 1.256 -8.838 -0.6 1.6 0.3 0.209
H -1.080 3.192 -9.091 -0.2 -1.9 -0.1 0.216
H -1.920 3.427 -6.949 0.4 -0.2 -0.2 0.203
H -0.185 0.119 -7.136 0.2 -1.0 -1.2 0.182
H 0.478 2.264 0.450 0.4 -0.2 0.2 0.190
H -1.112 1.689 0.016 0.9 -0.3 0.4 0.213
H -0.662 1.408 2.593 0.2 -0.4 -1.1 0.222
H -1.095 -0.033 1.665 0.4 -0.6 0.2 0.212
H 1.661 1.049 2.576 0.6 1.4 1.5 0.206
H 1.019 0.719 4.962 -1.5 -1.6 -0.5 0.208
H -0.721 0.100 4.695 -0.4 0.5 0.2 0.161
H 1.428 -1.424 6.220 1.4 0.0 -0.1 0.198
H -0.027 -0.799 6.807 -0.3 0.9 0.7 0.206
H -1.339 -2.109 5.618 -0.6 -0.5 -0.1 0.186
H -0.266 -3.176 6.480 0.3 -0.7 0.0 0.217
H -0.434 -3.833 3.778 -0.2 -0.5 0.7 0.209
H 1.143 -3.189 4.201 0.3 -0.3 0.1 0.201
H -1.157 -1.596 3.085 0.3 -0.9 -0.5 0.149
H 0.179 -2.393 2.095 -0.1 0.2 0.4 0.206
H 2.655 0.392 0.896 0.2 0.2 -0.8 0.218
H 2.414 -1.189 1.461 1.1 -1.1 1.0 0.228
H 1.852 -1.192 -0.858 -0.7 0.0 0.1 0.240
H 0.374 -1.632 0.161 0.3 -0.3 -0.1 0.193
H -1.646 3.203 -4.472 0.7 -1.2 -0.5 0.224
```
Positions in Å, forces in eV/Å.

Properties
- Energy above the lowest of the compared OMol25 structures with the same formula, charge and spin: 4.966 eV
- Spin multiplicity: 1
- Charge: 0
- Structure (SMILES): C=Cc1cnc2nc(N3CCC(N4CCCCC4)CC3)oc2c1
- Highest occupied orbital energy: -0.282 Eh



What is the formula in the fourth record?
C18H24N2OsS2Sb



Which value of charge does entry 6 give?
0